Molecular formula: C4H10NO3
Method: DFT, the ωB97M-V functional and the def2-TZVPD basis

Properties
- 2S+1 = 1
- energy above the lowest of the compared OMol25 structures with the same formula, charge and spin (kJ/mol) = 534.7
- net charge = -1
- orbital gap (eV) = 7.54
- lowest unoccupied orbital energy (hartree) = 0.1502

```
18
C4H10NO3 the ωB97M-V functional and the def2-TZVPD basis
C -1.961 -0.050 -0.585
C 0.443 0.291 2.391
C -1.141 0.585 0.463
C 0.221 -0.026 0.924
N 1.925 0.080 -2.374
O 1.806 -1.298 -1.967
O 0.112 1.171 0.033
O 0.691 -1.132 0.457
H -1.232 -0.542 -1.324
H -2.615 0.632 -1.128
H -2.361 -1.098 -0.160
H 1.473 -0.192 2.518
H -0.230 -0.241 3.114
H 0.202 1.437 2.675
H -1.753 1.007 1.275
H 1.134 0.561 -1.926
H 2.020 0.116 -3.378
H 1.266 -1.300 -1.009
```

Mulliken analysis output, partial charges in e: -1.05 -1.23 -0.15 1.10 -0.43 -0.48 -0.58 -0.92 0.23 0.31 0.23 0.32 0.25 0.24 0.31 0.26 0.18 0.41